{
  "formula": "C38H45ClGaN7O2P",
  "method": "ωB97M-V/def2-TZVPD",
  "species": ["C", "C", "O", "C", "Ga", "P", "O", "Cl", "H", "H", "H", "H", "H", "H", "H", "H", "H", "H", "N", "C", "C", "C", "C", "C", "H", "H", "H", "H", "H", "N", "C", "C", "C", "C", "C", "H", "H", "H", "H", "H", "N", "C", "C", "C", "C", "C", "H", "H", "H", "H", "H", "N", "C", "C", "C", "C", "C", "H", "H", "H", "H", "H", "N", "C", "C", "C", "C", "C", "H", "H", "H", "H", "H", "N", "C", "C", "C", "C", "C", "H", "H", "H", "H", "H", "N", "C", "C", "C", "C", "C", "H", "H", "H", "H", "H"],
  "coordinates": [[-1.272492, 3.130857, 1.166323], [-0.566463, 4.345702, 0.604284], [-1.466640, 5.472083, 0.778665], [0.804901, 4.615640, 1.233460], [2.422694, 4.418878, 0.028643], [1.759585, 5.028002, -2.191334], [0.896208, 3.671729, -2.634012], [3.583154, 4.609800, -3.227929], [-2.190075, 2.938455, 0.608900], [-1.511459, 3.273132, 2.223416], [-0.629635, 2.253033, 1.069546], [-0.470949, 4.190942, -0.476325], [-1.321000, 6.077260, 0.045838], [0.963092, 3.959537, 2.097642], [0.793612, 5.641381, 1.612532], [2.969953, 2.903004, 0.041480], [3.604385, 5.424223, 0.441635], [1.176179, 2.899489, -2.127169], [0.293102, 1.485581, 4.928810], [1.163115, 0.498395, 4.731502], [2.534589, 0.644774, 4.871564], [3.033815, 1.885770, 5.228164], [2.141509, 2.926110, 5.428448], [0.785640, 2.675491, 5.267834], [0.744447, -0.460471, 4.445691], [3.188196, -0.198463, 4.695153], [4.099621, 2.042918, 5.333753], [2.483718, 3.918078, 5.690057], [0.060933, 3.470245, 5.406237], [5.212154, 0.015609, -1.909832], [6.343839, -0.422953, -1.359706], [7.309126, 0.414030, -0.825245], [7.095273, 1.786133, -0.873212], [5.924360, 2.255463, -1.438051], [5.014129, 1.330536, -1.931565], [6.483749, -1.499670, -1.344986], [8.207573, -0.002166, -0.388153], [7.830589, 2.474921, -0.476316], [5.694214, 3.309965, -1.498874], [4.083365, 1.685389, -2.355417], [0.514291, -3.173993, 5.484128], [-0.585600, -2.646710, 6.014369], [-1.756332, -3.363120, 6.218682], [-1.785788, -4.699314, 5.851734], [-0.646462, -5.257360, 5.295238], [0.474656, -4.456019, 5.130978], [-0.531120, -1.596496, 6.282118], [-2.621211, -2.876575, 6.648864], [-2.681997, -5.290924, 5.990771], [-0.611799, -6.291096, 4.982212], [1.371511, -4.873096, 4.688350], [4.715318, -2.230020, -5.972716], [4.574948, -1.320723, -5.009193], [3.581300, -0.351224, -5.009864], [2.686410, -0.318906, -6.064713], [2.820256, -1.261056, -7.074015], [3.845778, -2.189607, -6.979535], [5.278625, -1.359554, -4.186319], [3.521978, 0.353485, -4.192112], [1.900839, 0.425200, -6.097981], [2.145064, -1.279744, -7.919380], [3.975263, -2.939917, -7.753321], [-2.896515, 1.882572, -1.868711], [-4.222069, 1.833313, -1.780902], [-5.071854, 2.080482, -2.849785], [-4.509317, 2.409554, -4.073181], [-3.129530, 2.479014, -4.173577], [-2.367337, 2.205932, -3.045198], [-4.625607, 1.586078, -0.804166], [-6.145450, 2.035672, -2.723959], [-5.138553, 2.618819, -4.929540], [-2.643746, 2.750525, -5.101159], [-1.286043, 2.274251, -3.085318], [1.554073, -7.524633, 3.524207], [0.699525, -8.542832, 3.563671], [1.045595, -9.848712, 3.248779], [2.352711, -10.112993, 2.872129], [3.252324, -9.060873, 2.824930], [2.804722, -7.790276, 3.157991], [-0.318733, -8.308387, 3.856141], [0.303996, -10.634449, 3.297530], [2.662764, -11.118218, 2.617397], [4.282103, -9.213422, 2.532196], [3.482675, -6.944587, 3.124197], [-8.682538, 3.273800, -3.109834], [-9.141951, 3.366242, -4.354104], [-10.246941, 2.665111, -4.816085], [-10.909165, 1.822211, -3.938063], [-10.439306, 1.717692, -2.638960], [-9.325718, 2.462213, -2.275663], [-8.599282, 4.033164, -5.015382], [-10.574315, 2.779766, -5.840565], [-11.773837, 1.256521, -4.260561], [-10.920112, 1.071732, -1.916951], [-8.930596, 2.402653, -1.267248]],
  "forces_ev_per_angstrom": [[-0.020, -0.076, -0.027], [-0.010, 0.121, -0.091], [-0.101, -0.071, -0.017], [-0.058, 0.082, -0.053], [0.326, 0.035, 0.482], [-0.091, -0.071, -0.064], [-0.163, -0.150, -0.119], [0.157, 0.029, -0.035], [-0.004, -0.015, 0.054], [0.066, 0.034, -0.007], [0.005, 0.010, 0.052], [-0.039, 0.002, -0.008], [0.085, -0.020, 0.074], [-0.052, 0.063, 0.024], [0.022, -0.032, 0.025], [-0.128, -0.066, -0.299], [0.004, 0.031, -0.034], [0.043, 0.004, 0.074], [-0.049, 0.044, 0.057], [-0.041, -0.050, -0.004], [0.037, -0.026, -0.008], [0.001, 0.014, -0.021], [-0.056, 0.007, -0.009], [0.046, -0.027, -0.033], [0.037, -0.011, 0.000], [-0.003, -0.003, -0.006], [0.001, 0.008, -0.001], [-0.006, 0.006, -0.010], [0.005, 0.004, -0.004], [-0.035, -0.056, -0.022], [0.034, 0.021, 0.031], [0.007, 0.027, -0.020], [0.020, -0.046, -0.021], [0.007, 0.040, 0.015], [0.031, 0.056, 0.019], [-0.006, 0.007, -0.009], [-0.002, 0.004, 0.001], [-0.008, -0.004, 0.019], [-0.036, 0.006, 0.041], [-0.038, 0.011, -0.019], [0.107, 0.050, -0.038], [-0.054, 0.025, 0.024], [0.000, -0.007, 0.000], [0.028, 0.025, -0.008], [-0.002, -0.005, -0.004], [-0.054, -0.040, 0.003], [-0.009, -0.004, 0.003], [0.000, 0.001, 0.000], [-0.001, -0.002, 0.003], [0.005, 0.002, 0.003], [-0.002, 0.006, 0.000], [0.050, -0.035, 0.001], [-0.028, -0.002, -0.001], [0.008, 0.034, 0.059], [0.005, -0.010, -0.011], [0.009, -0.004, 0.003], [-0.044, 0.031, -0.024], [-0.013, -0.015, -0.017], [-0.001, -0.020, -0.020], [0.001, 0.003, 0.002], [0.002, -0.002, -0.002], [0.003, 0.002, 0.004], [0.029, -0.021, 0.063], [-0.038, -0.030, -0.075], [-0.018, 0.019, 0.010], [0.021, 0.004, 0.010], [-0.027, 0.000, 0.000], [0.034, 0.059, -0.028], [0.001, -0.009, -0.003], [0.001, 0.025, 0.012], [-0.005, 0.001, -0.001], [0.006, -0.007, 0.001], [0.002, 0.011, 0.001], [-0.064, 0.033, 0.047], [0.013, -0.071, -0.032], [0.008, -0.007, -0.001], [-0.014, 0.025, 0.007], [0.003, 0.003, -0.010], [0.032, -0.004, -0.017], [0.007, 0.012, 0.002], [-0.001, 0.000, 0.000], [0.001, -0.002, 0.000], [0.001, 0.000, 0.001], [-0.001, -0.001, 0.011], [0.072, 0.027, 0.020], [-0.041, -0.028, -0.022], [0.001, 0.002, -0.005], [0.019, 0.013, 0.006], [0.002, -0.004, 0.008], [-0.043, -0.029, -0.012], [0.000, 0.001, 0.006], [0.000, -0.001, -0.001], [-0.002, -0.001, -0.001], [-0.001, 0.000, 0.001], [0.002, 0.003, -0.003]],
  "gap_ev": 6.2,
  "total_charge": -1
}